Molecular formula: C5H13NO2
Method: DFT, wB97M-V/def2-TZVPD

Calculated values
Multiplicity: 1
HOMO, eV: -8.992
Energy, eV: -10976.0658
LUMO level, Eh: 0.02667

The geometry in XYZ format:
```
21
Properties=species:S:1:pos:R:3:lowdin_charge:R:1
C -0.75 0.47 -0.12 -0.324
C 0.42 0.66 -1.06 -0.146
C 1.44 -0.49 -1.12 -0.275
C -1.76 -0.57 -0.51 -0.036
C -1.19 1.60 0.66 -0.052
N 2.45 -0.32 -0.08 0.005
O -0.08 -0.16 1.62 -0.301
O 0.52 -1.32 2.24 -0.093
H -0.25 -1.82 2.55 0.075
H 2.01 -0.36 0.83 0.038
H 3.13 -1.06 -0.12 0.068
H -0.02 0.80 -2.05 0.128
H 0.96 1.57 -0.80 0.118
H 1.95 -0.44 -2.09 0.108
H 0.92 -1.45 -1.08 0.102
H -2.31 -0.21 -1.39 0.099
H -2.26 1.67 0.83 0.090
H -1.28 -1.50 -0.78 0.080
H -2.47 -0.74 0.29 0.090
H -0.76 1.14 1.72 0.136
H -0.68 2.54 0.46 0.089
```

Molecular formula: C7H10
Method: DFT, wB97M-V/def2-TZVPD

Calculated values
Multiplicity: 1
HOMO, eV: -8.091
Energy, eV: -7415.4679
LUMO level, Eh: 0.03697

The geometry in XYZ format:
```
17
Properties=species:S:1:pos:R:3:lowdin_charge:R:1
C 0.78 1.38 -0.43 -0.072
C 0.04 0.26 -1.15 -0.406
C 0.80 -1.03 -1.41 -0.077
C -0.78 -0.77 -0.46 -0.069
C -0.40 -0.95 1.02 -0.256
C -1.20 0.03 1.77 -0.156
C -1.85 0.86 2.35 0.117
H 1.45 1.90 -1.13 0.078
H 0.07 2.12 -0.05 0.077
H 1.37 1.02 0.41 0.072
H -0.44 0.64 -2.06 0.125
H 0.88 -1.31 -2.46 0.109
H 1.72 -1.13 -0.84 0.109
H 0.01 -1.84 -1.06 0.105
H 0.66 -0.81 1.28 0.106
H -0.69 -1.96 1.36 0.112
H -2.43 1.59 2.87 0.025
```

Molecular formula: C12H11BrN4O4PtS2Se
Method: DFT, wB97M-V/def2-TZVPD

Calculated values
Multiplicity: 1
HOMO (spin up / spin down), eV: -6.935 / -6.935
Energy, eV: -187074.7337
LUMO level (spin up / spin down), Eh: -0.06265 / -0.06263

The geometry in XYZ format:
```
36
Properties=species:S:1:pos:R:3:lowdin_charge:R:1
Pt -0.18 -0.98 1.01 0.955
S -3.57 -1.28 3.87 1.062
C -2.08 -1.75 4.58 -0.355
C -1.13 -1.87 3.62 -0.248
N -1.57 -1.60 2.36 -0.241
C -2.83 -1.28 2.34 -0.465
H -1.97 -1.88 5.63 0.077
H -0.10 -2.13 3.78 0.114
H -3.38 -1.05 1.44 0.069
S -1.46 -1.84 -0.85 0.656
C -1.29 -0.35 -1.68 -0.782
N -1.36 -0.34 -3.06 0.098
C -1.03 0.82 -3.74 -0.024
C -0.75 1.95 -3.03 -0.027
C -0.80 1.89 -1.62 -0.038
N -1.07 0.73 -0.99 0.048
H -1.46 -1.22 -3.55 0.145
H -1.03 0.77 -4.81 0.132
H -0.50 2.86 -3.53 0.112
H -0.60 2.73 -0.98 0.136
Br 3.92 1.21 -3.73 0.769
C 2.89 0.56 -2.28 -0.673
C 2.48 1.41 -1.26 -0.082
C 1.71 0.89 -0.24 -0.104
N 1.33 -0.40 -0.22 -0.130
C 1.77 -1.22 -1.18 -0.134
C 2.54 -0.79 -2.23 -0.095
H 2.75 2.45 -1.27 0.116
H 1.40 1.51 0.59 0.092
H 1.47 -2.26 -1.11 0.101
H 2.87 -1.48 -2.99 0.106
O 1.65 2.03 2.88 -0.460
Se 0.63 0.85 3.10 0.679
O -0.65 0.98 2.04 -0.589
O 1.28 -0.59 2.52 -0.573
O 0.13 0.67 4.58 -0.446
```

Molecular formula: C5H6S
Method: DFT, wB97M-V/def2-TZVPD

Calculated values
Multiplicity: 1
HOMO, eV: -8.729
Energy, eV: -16112.9933
LUMO level, Eh: -0.03709

The geometry in XYZ format:
```
12
Properties=species:S:1:pos:R:3:lowdin_charge:R:1
C -2.31 -1.19 0.23 -0.038
C -0.97 -1.56 0.26 -0.243
C 0.08 -0.57 0.42 -0.425
C 1.24 -1.15 0.77 0.063
C 0.01 0.55 -0.53 -0.613
H -3.10 -2.08 -0.09 0.098
H -2.65 0.03 0.72 0.172
H -0.63 -2.69 0.00 0.149
H 2.26 -0.80 0.57 0.071
H 1.45 -2.04 1.39 0.086
H -0.91 0.61 -1.06 0.026
S 0.95 1.91 -0.53 0.654
```

Molecular formula: C5H6MgNaO4
Method: DFT, wB97M-V/def2-TZVPD

Calculated values
Expectation value of S²: 0.75
Multiplicity: 2
HOMO (spin up / spin down), eV: -14.220 / -14.920
Net charge: +2
Energy, eV: -23315.4956
LUMO level (spin up / spin down), Eh: -0.28052 / -0.28136

The geometry in XYZ format:
```
17
Properties=species:S:1:pos:R:3:lowdin_charge:R:1
O -0.17 -0.90 3.24 -0.210
C 0.12 0.11 2.55 -0.667
O 0.78 1.07 2.89 0.105
O -0.27 -0.03 1.18 0.078
C -0.01 0.94 0.35 -0.072
C -0.63 0.90 -0.97 0.036
Na 0.97 0.36 5.55 0.854
H 0.96 1.44 0.51 0.184
H -1.20 1.81 -0.29 0.239
H -0.12 1.61 -1.63 0.134
H -1.50 0.24 -1.02 0.130
Mg -1.20 -2.64 3.15 1.017
C 0.50 -0.89 -2.51 -0.052
C 0.20 -0.86 -3.82 -0.195
O -0.09 -0.76 -4.93 0.254
H 0.08 -1.74 -1.97 0.080
H 1.55 -0.67 -2.28 0.087
```

Molecular formula: C12H14BrN
Method: DFT, wB97M-V/def2-TZVPD

Calculated values
Expectation value of S²: 2.03
Multiplicity: 3
HOMO (spin up / spin down), eV: -4.831 / -8.305
Energy, eV: -84198.4357
LUMO level (spin up / spin down), Eh: 0.03135 / -0.08411

The geometry in XYZ format:
```
28
Properties=species:S:1:pos:R:3:lowdin_charge:R:1
C -2.89 1.95 0.22 -0.086
C -2.65 1.08 1.28 -0.101
C -1.88 2.22 -0.67 -0.057
C -1.45 0.39 1.43 -0.031
C -0.60 1.63 -0.45 -0.154
C -0.42 0.62 0.52 -0.210
C 0.52 2.09 -1.22 -0.079
C 1.71 1.50 -1.15 -0.213
C 2.06 0.35 -0.39 -0.595
C 1.62 -2.44 0.87 -0.056
C -0.10 -2.07 -0.92 0.006
C 0.40 -1.66 0.45 -0.432
N 0.66 -0.25 0.52 0.019
Br 3.38 0.56 1.03 0.679
H -3.78 2.55 0.11 0.104
H -3.33 0.94 2.08 0.082
H -2.07 2.77 -1.62 0.124
H -1.39 -0.48 2.20 0.146
H 0.27 3.04 -1.75 0.124
H 2.49 1.76 -1.89 0.121
H 2.46 -0.47 -1.06 0.097
H 1.46 -3.50 0.57 0.096
H 2.52 -2.12 0.35 0.051
H 1.73 -2.41 1.90 0.054
H -1.10 -1.88 -0.95 0.058
H 0.20 -3.03 -1.11 0.050
H 0.46 -1.38 -1.60 0.107
H -0.28 -1.75 1.23 0.096
```

The lowest energy belongs to which entry?
C12H11BrN4O4PtS2Se

Look up the multiplicity of the first one.
1

Repeat the sixth record exactly.
Molecular formula: C12H14BrN
Method: DFT, wB97M-V/def2-TZVPD

Calculated values
Expectation value of S²: 2.03
Multiplicity: 3
HOMO (spin up / spin down), eV: -4.831 / -8.305
Energy, eV: -84198.4357
LUMO level (spin up / spin down), Eh: 0.03135 / -0.08411

The geometry in XYZ format:
```
28
Properties=species:S:1:pos:R:3:lowdin_charge:R:1
C -2.89 1.95 0.22 -0.086
C -2.65 1.08 1.28 -0.101
C -1.88 2.22 -0.67 -0.057
C -1.45 0.39 1.43 -0.031
C -0.60 1.63 -0.45 -0.154
C -0.42 0.62 0.52 -0.210
C 0.52 2.09 -1.22 -0.079
C 1.71 1.50 -1.15 -0.213
C 2.06 0.35 -0.39 -0.595
C 1.62 -2.44 0.87 -0.056
C -0.10 -2.07 -0.92 0.006
C 0.40 -1.66 0.45 -0.432
N 0.66 -0.25 0.52 0.019
Br 3.38 0.56 1.03 0.679
H -3.78 2.55 0.11 0.104
H -3.33 0.94 2.08 0.082
H -2.07 2.77 -1.62 0.124
H -1.39 -0.48 2.20 0.146
H 0.27 3.04 -1.75 0.124
H 2.49 1.76 -1.89 0.121
H 2.46 -0.47 -1.06 0.097
H 1.46 -3.50 0.57 0.096
H 2.52 -2.12 0.35 0.051
H 1.73 -2.41 1.90 0.054
H -1.10 -1.88 -0.95 0.058
H 0.20 -3.03 -1.11 0.050
H 0.46 -1.38 -1.60 0.107
H -0.28 -1.75 1.23 0.096
```

Which value of energy does entry 1 give?
-10976.0658 eV